Formula: C4H10N2O
Source: the OMol25 dataset
Level of theory: ωB97M-V/def2-TZVPD

- largest force on an atom (eV Å⁻¹) = 6.7
- lowest unoccupied orbital energy (spin up / spin down) (eV) = 4.20 / 4.00
- frontier orbital gap (spin up / spin down) (Ha) = 0.124 / 0.268
- 2S+1 = 2
- charge = -1
- relative energy (zero: lowest compared OMol25 entry of this formula, charge and spin) (kcal/mol) = 54.7
- HOMO energy (spin up / spin down) (eV) = 0.8 / -3.3
- total energy (eV) = -9334.46965

Last column: Löwdin spin population.
Geometry (Å):
O -1.039 1.548 -1.797  0.2643
C -1.023 1.662 -0.555  0.3691
C -0.772 0.445 0.222  0.1041
C 0.472 -0.100 -0.292  0.0508
C 1.178 -1.268 0.675  0.0256
N 1.706 -2.429 -0.136  0.0108
N -0.942 0.694 1.597  0.0310
H -1.116 2.630 -0.070  0.0565
H -1.592 -0.212 0.031  0.0297
H 0.321 -0.609 -1.217  0.0045
H 1.414 0.345 -0.664  0.0084
H 2.019 -0.884 1.320  0.0029
H 0.453 -1.696 1.428  0.0056
H 2.187 -1.993 -0.883  0.0021
H 1.484 -3.422 -0.187  0.0030
H -1.086 -0.171 2.039  0.0100
H -0.256 1.350 2.042  0.0217

Formula: C4H10N2O
Source: the OMol25 dataset
Level of theory: ωB97M-V/def2-TZVPD

- largest force on an atom (eV Å⁻¹) = 1.1
- SMILES = [H]/N=C(\NC)[C@@H](C)O
- lowest unoccupied orbital energy (eV) = 0.88
- frontier orbital gap (Ha) = 0.357
- charge = 0
- relative energy (zero: lowest compared OMol25 entry of this formula, charge and spin) (kcal/mol) = 34.3
- HOMO energy (eV) = -8.8
- total energy (eV) = -9337.49812

Last column: Löwdin charge in e.
Geometry (Å):
C -0.242 -0.070 -1.175  -0.3808
C -0.124 0.620 1.793  -0.0905
C -1.450 -0.849 -0.668  -0.0348
N 0.956 0.038 1.026  -0.0029
C 1.003 -0.216 -0.309  -0.4476
O -0.618 1.296 -1.312  -0.0313
N 2.049 -0.567 -0.932  0.1165
H 0.108 1.759 -1.736  0.0966
H 1.830 -0.093 1.516  0.1290
H 0.053 -0.469 -2.157  0.1344
H 2.879 -0.659 -0.350  0.0393
H -0.748 -0.159 2.226  0.0760
H 0.291 1.219 2.602  0.0828
H -0.736 1.261 1.149  0.0799
H -2.186 -0.911 -1.469  0.0825
H -1.156 -1.854 -0.380  0.0897
H -1.909 -0.345 0.175  0.0612

Formula: C4H10N2O
Source: the OMol25 dataset
Level of theory: ωB97M-V/def2-TZVPD

- largest force on an atom (eV Å⁻¹) = 1.1
- SMILES = CNCC(=O)NC
- lowest unoccupied orbital energy (eV) = 0.85
- frontier orbital gap (Ha) = 0.353
- charge = 0
- relative energy (zero: lowest compared OMol25 entry of this formula, charge and spin) (kcal/mol) = 29.7
- HOMO energy (eV) = -8.8
- total energy (eV) = -9337.69883

Last column: Löwdin charge in e.
Geometry (Å):
C 0.161 -2.656 -0.054  -0.1222
N 0.157 -1.620 0.984  -0.1136
C -0.300 -0.325 0.561  -0.1920
C 0.610 0.389 -0.426  -0.4892
N 0.306 1.673 -0.780  0.0109
C -0.657 2.546 -0.135  -0.0799
O 1.563 -0.175 -0.937  0.0479
H 1.161 -3.058 -0.187  0.0769
H -0.165 -2.259 -1.010  0.0734
H -0.498 -3.484 0.230  0.0684
H 1.082 -1.471 1.361  0.1022
H -1.328 -0.330 0.163  0.1339
H -0.455 0.303 1.452  0.1133
H 1.071 2.077 -1.302  0.1384
H -0.166 3.442 0.254  0.0841
H -1.377 2.904 -0.861  0.0769
H -1.166 2.044 0.686  0.0706

Formula: C4H10N2O
Source: the OMol25 dataset
Level of theory: ωB97M-V/def2-TZVPD

- largest force on an atom (eV Å⁻¹) = 2.7
- SMILES = CN(C)C(=O)CN
- lowest unoccupied orbital energy (eV) = 0.99
- frontier orbital gap (Ha) = 0.376
- charge = 0
- relative energy (zero: lowest compared OMol25 entry of this formula, charge and spin) (kcal/mol) = 45.9
- HOMO energy (eV) = -9.3
- total energy (eV) = -9336.99914

Last column: Löwdin charge in e.
Geometry (Å):
N -1.089 -1.780 1.742  0.0104
C -0.518 -0.438 1.538  -0.2116
C 0.407 -0.375 0.362  -0.4724
N -0.117 0.329 -0.770  -0.1594
C 0.597 -0.019 -1.993  -0.0956
C -0.040 1.799 -0.506  -0.0505
O 1.419 -1.030 0.334  0.0970
H -0.556 -2.433 1.180  0.0629
H -1.180 -2.170 2.667  0.0645
H -1.428 0.159 1.361  0.1027
H -0.050 0.036 2.428  0.1263
H 0.519 0.744 -2.752  0.0776
H 0.363 -1.061 -2.302  0.1001
H 1.692 -0.144 -1.856  0.0865
H 0.998 2.095 -0.657  0.0886
H -0.630 2.301 -1.288  0.0913
H -0.386 1.987 0.510  0.0816

Formula: C4H10N2O
Source: the OMol25 dataset
Level of theory: ωB97M-V/def2-TZVPD

- largest force on an atom (eV Å⁻¹) = 1.9
- SMILES = C[C@H](CN)NC=O
- lowest unoccupied orbital energy (eV) = 0.95
- frontier orbital gap (Ha) = 0.376
- charge = 0
- relative energy (zero: lowest compared OMol25 entry of this formula, charge and spin) (kcal/mol) = 28.2
- HOMO energy (eV) = -9.3
- total energy (eV) = -9337.76592

Last column: Löwdin charge in e.
Geometry (Å):
C -2.110 -0.179 1.238  -0.3634
N -1.238 0.668 0.646  0.0465
C 0.602 1.440 -0.682  -0.0811
C 0.160 0.401 0.318  -0.3509
C 0.406 -1.055 -0.272  -0.2305
N 1.717 -1.141 -0.905  -0.0085
O -1.956 -1.371 1.355  0.0191
H -2.985 0.336 1.681  0.1292
H -1.550 1.584 0.367  0.1249
H 1.555 1.135 -1.104  0.0617
H -0.115 1.624 -1.478  0.0817
H 0.785 2.406 -0.202  0.0777
H 0.805 0.433 1.198  0.1393
H -0.428 -1.220 -0.945  0.1160
H 0.279 -1.686 0.599  0.0928
H 2.363 -1.505 -0.206  0.0757
H 1.710 -1.870 -1.610  0.0700

Formula: C4H10N2O
Source: the OMol25 dataset
Level of theory: ωB97M-V/def2-TZVPD

- largest force on an atom (eV Å⁻¹) = 1.7
- SMILES = NCCCC(N)=O
- lowest unoccupied orbital energy (eV) = 1.01
- frontier orbital gap (Ha) = 0.381
- charge = 0
- relative energy (zero: lowest compared OMol25 entry of this formula, charge and spin) (kcal/mol) = 21.5
- HOMO energy (eV) = -9.4
- total energy (eV) = -9338.05698

Last column: Löwdin charge in e.
Geometry (Å):
C 0.674 -1.467 -0.472  -0.2823
C 0.458 -1.166 1.004  -0.1807
C -0.494 0.031 1.357  -0.0955
C -0.864 0.835 0.132  -0.5595
N -0.211 2.047 -0.002  0.1467
O -1.814 0.558 -0.575  0.0496
N 1.726 -0.658 -1.099  0.0000
H -0.279 -1.312 -0.976  0.1004
H 0.960 -2.516 -0.554  0.1080
H 0.019 -2.053 1.470  0.1025
H 1.374 -1.062 1.527  0.0878
H -1.380 -0.397 1.790  0.1103
H -0.024 0.664 2.086  0.1000
H -0.551 2.692 -0.695  0.0987
H 0.791 2.036 0.120  0.0964
H 2.420 -1.258 -1.523  0.0579
H 1.386 -0.038 -1.822  0.0595

- What is the formula in the third record?
  C4H10N2O

Repeat the fifth record exactly.
Formula: C4H10N2O
Source: the OMol25 dataset
Level of theory: ωB97M-V/def2-TZVPD

- largest force on an atom (eV Å⁻¹) = 1.9
- SMILES = C[C@H](CN)NC=O
- lowest unoccupied orbital energy (eV) = 0.95
- frontier orbital gap (Ha) = 0.376
- charge = 0
- relative energy (zero: lowest compared OMol25 entry of this formula, charge and spin) (kcal/mol) = 28.2
- HOMO energy (eV) = -9.3
- total energy (eV) = -9337.76592

Last column: Löwdin charge in e.
Geometry (Å):
C -2.110 -0.179 1.238  -0.3634
N -1.238 0.668 0.646  0.0465
C 0.602 1.440 -0.682  -0.0811
C 0.160 0.401 0.318  -0.3509
C 0.406 -1.055 -0.272  -0.2305
N 1.717 -1.141 -0.905  -0.0085
O -1.956 -1.371 1.355  0.0191
H -2.985 0.336 1.681  0.1292
H -1.550 1.584 0.367  0.1249
H 1.555 1.135 -1.104  0.0617
H -0.115 1.624 -1.478  0.0817
H 0.785 2.406 -0.202  0.0777
H 0.805 0.433 1.198  0.1393
H -0.428 -1.220 -0.945  0.1160
H 0.279 -1.686 0.599  0.0928
H 2.363 -1.505 -0.206  0.0757
H 1.710 -1.870 -1.610  0.0700

Repeat the sixth record exactly.
Formula: C4H10N2O
Source: the OMol25 dataset
Level of theory: ωB97M-V/def2-TZVPD

- largest force on an atom (eV Å⁻¹) = 1.7
- SMILES = NCCCC(N)=O
- lowest unoccupied orbital energy (eV) = 1.01
- frontier orbital gap (Ha) = 0.381
- charge = 0
- relative energy (zero: lowest compared OMol25 entry of this formula, charge and spin) (kcal/mol) = 21.5
- HOMO energy (eV) = -9.4
- total energy (eV) = -9338.05698

Last column: Löwdin charge in e.
Geometry (Å):
C 0.674 -1.467 -0.472  -0.2823
C 0.458 -1.166 1.004  -0.1807
C -0.494 0.031 1.357  -0.0955
C -0.864 0.835 0.132  -0.5595
N -0.211 2.047 -0.002  0.1467
O -1.814 0.558 -0.575  0.0496
N 1.726 -0.658 -1.099  0.0000
H -0.279 -1.312 -0.976  0.1004
H 0.960 -2.516 -0.554  0.1080
H 0.019 -2.053 1.470  0.1025
H 1.374 -1.062 1.527  0.0878
H -1.380 -0.397 1.790  0.1103
H -0.024 0.664 2.086  0.1000
H -0.551 2.692 -0.695  0.0987
H 0.791 2.036 0.120  0.0964
H 2.420 -1.258 -1.523  0.0579
H 1.386 -0.038 -1.822  0.0595